# 1
A cluster of 2 separate species, C7H16N4O2S in total at a distorted geometry. Source: OMol25; level of theory: ωB97M-V/def2-TZVPD.

```
! RIJCOSX wB97M-V def2-TZVPD def2/J DEFGRID3
* xyz 2 3
S -1.43168 0.08544 -0.07238
O -2.38623 -0.77892 -1.03933
O -0.86226 -0.79133 0.90871
N -3.65198 2.11191 1.02479
N -2.76880 0.62759 2.34068
N -3.59552 1.25904 3.12100
N -5.04187 3.12265 2.68166
C 2.12438 -1.27922 -1.94470
C 3.55859 -0.74786 0.18351
C 0.81315 -0.74001 -1.39637
C 4.68429 -1.36690 -2.00856
C -2.76836 1.07470 1.08113
C 3.38366 -1.07313 -1.22664
C -4.16436 2.21091 2.34737
H 2.37660 -0.91898 -2.97268
H -4.12937 2.35750 0.20255
H 4.49943 -1.24647 0.53478
H 2.15396 -2.41512 -2.01419
H 3.71912 0.28084 0.22869
H 0.13114 -0.72016 -2.23194
H -5.28240 3.27498 3.63289
H 0.43374 -1.44222 -0.60014
H 5.49449 -1.19136 -1.32384
H -2.22727 -0.02842 2.83370
H -2.50037 -1.73164 -0.94532
H 4.48188 -2.37325 -2.14445
H 4.77737 -0.89957 -3.03648
H 2.67134 -0.89953 0.79200
H 0.87569 0.29218 -1.07411
H -5.36837 3.94635 2.11768
*
```

The calculation puts the total energy at -1043.18318 hartree. The strongest force on any atom comes out at 6.8 eV/Å. For the highest occupied orbital energy (alpha / beta), the calculation gives -12.31 / -16.16 eV. The value obtained for the LUMO energy (alpha / beta) is -7.67 / -9.29 eV.

List of natural (NBO) charges in e, atom by atom:
1 S 1.59
2 O -0.91
3 O -0.95
4 N -0.60
5 N -0.33
6 N -0.13
7 N -0.62
8 C -0.55
9 C -0.77
10 C -0.67
11 C -0.70
12 C 0.04
13 C 0.64
14 C 0.59
15 H 0.28
16 H 0.44
17 H 0.29
18 H 0.32
19 H 0.32
20 H 0.25
21 H 0.45
22 H 0.26
23 H 0.25
24 H 0.45
25 H 0.53
26 H 0.28
27 H 0.29
28 H 0.27
29 H 0.23
30 H 0.46

---

# 2
A structure of composition C25H42EuGeN5O4Si at a distorted geometry. Source: OMol25; level of theory: ωB97M-V/def2-TZVPD.

```
! RIJCOSX wB97M-V def2-TZVPD def2/J DEFGRID3
* xyz 1 8
Eu 10.59464 11.58150 11.83755
Ge 12.77705 11.45982 13.98402
Si 5.84059 4.78451 12.26305
O 12.28274 12.95612 12.79593
O 12.61592 10.36820 12.44132
O 6.20849 6.42622 12.14327
O 10.86698 11.07999 14.23429
N 10.27056 10.48003 9.36660
N 10.67553 9.16482 7.56764
N 7.77320 9.76400 11.53272
N 5.45981 6.94943 11.15595
N 4.13501 9.16495 9.24279
C 12.51908 14.30232 13.20741
C 11.15210 9.68009 8.77336
C 13.34645 14.36179 14.50817
C 7.94221 11.13478 8.66834
C 8.42078 9.40189 6.47904
C 9.12274 10.47628 8.51534
C 6.90722 10.78852 7.80435
C 8.71615 10.59096 14.95434
C 14.33796 9.45054 11.15708
C 7.17889 9.91512 6.74056
C 9.39742 9.65691 7.42534
C 13.94543 8.57450 13.51392
C 6.45339 3.80318 10.77781
C 3.92104 4.69202 12.25797
C 10.14620 10.26381 15.12456
C 13.22440 15.04082 12.02751
C 6.54627 4.67081 14.02178
C 12.28942 8.15150 11.63280
C 6.91790 9.01238 11.34041
C 13.29921 9.15022 12.25069
C 5.85039 8.12930 10.84536
C 11.20239 15.01110 13.48540
C 10.49570 10.63345 16.57029
C 5.00322 8.71621 9.83574
C 10.34463 8.77745 14.91189
H 12.84329 7.42366 11.03866
H 3.49304 5.56230 12.73938
H 14.25109 7.55826 13.42777
H 12.62007 14.98305 11.13882
H 3.50616 3.84214 12.85016
H 13.84066 9.97254 10.37367
H 11.40595 8.46014 14.90313
H 13.21191 16.09859 12.29468
H 13.47203 15.38161 14.67950
H 5.89211 11.17587 7.96674
H 8.46718 11.64638 15.13063
H 9.76938 10.18281 17.28151
H 15.04115 10.22075 11.58477
H 11.18143 8.56103 6.99104
H 7.13728 2.97919 10.98757
H 10.00896 8.56313 13.91227
H 6.04242 5.38888 14.61649
H 7.00484 4.43337 10.10251
H 10.51324 11.68991 16.73580
H 11.71208 7.52641 12.32989
H 8.40845 10.43701 13.87410
H 8.67696 8.73037 5.73672
H 6.46474 3.81086 14.64864
H 14.86618 8.55713 10.88446
H 5.61827 3.35503 10.31631
H 10.62139 15.06786 12.60653
H 12.79456 13.94373 15.33087
H 6.42632 9.65219 6.07855
H 3.52454 4.65588 11.26253
H 13.24356 8.61756 14.36486
H 7.80670 11.80708 9.45960
H 11.34797 16.00785 13.88118
H 11.61870 8.66478 10.97980
H 9.73045 8.18729 15.61333
H 14.25147 14.72791 11.84281
H 11.52714 10.27397 16.74654
H 14.82342 9.18816 13.74302
H 7.59994 4.97180 13.93173
H 8.06799 10.02598 15.63727
H 12.12269 9.39111 9.16659
H 10.51474 14.54338 14.20811
H 14.30966 13.82354 14.39738
*
```

The calculation puts the total energy at -4629.16654 hartree. The strongest force on any atom comes out at 3.4 eV/Å. For the highest occupied orbital energy (alpha / beta), the calculation gives -10.72 / -10.99 eV. The value obtained for the LUMO energy (alpha / beta) is -3.33 / -3.33 eV. The value obtained for the energy above the lowest of the compared OMol25 structures with the same formula, charge and spin is 0.00 kJ/mol.

List of Mulliken charges in e, atom by atom:
1 Eu 1.37
2 Ge -0.03
3 Si 0.52
4 O -0.45
5 O 0.08
6 O 0.05
7 O 0.10
8 N -0.19
9 N -0.03
10 N -0.17
11 N -0.37
12 N -0.41
13 C 1.58
14 C -0.55
15 C -1.97
16 C -0.70
17 C -0.94
18 C 0.56
19 C -0.53
20 C -1.23
21 C -1.73
22 C -0.76
23 C 0.60
24 C -1.65
25 C -1.15
26 C -1.12
27 C 1.57
28 C -1.63
29 C -1.05
30 C -1.71
31 C 0.06
32 C 1.68
33 C 0.82
34 C -1.77
35 C -1.83
36 C -0.21
37 C -1.18
38 H 0.43
39 H 0.33
40 H 0.44
41 H 0.39
42 H 0.36
43 H 0.48
44 H 0.08
45 H 0.41
46 H 0.57
47 H 0.52
48 H 0.33
49 H 0.41
50 H 0.36
51 H 0.14
52 H 0.38
53 H 0.12
54 H 0.31
55 H 0.34
56 H 0.38
57 H 0.25
58 H -0.17
59 H 0.50
60 H 0.41
61 H 0.46
62 H 0.33
63 H 0.47
64 H 0.48
65 H 0.49
66 H 0.33
67 H 0.32
68 H 0.41
69 H 0.45
70 H 0.25
71 H 0.53
72 H 0.37
73 H 0.42
74 H 0.44
75 H 0.26
76 H 0.46
77 H 0.47
78 H 0.29
79 H 0.41

---

# 3
The molecule C3H8N2O. Source: OMol25; level of theory: ωB97M-V/def2-TZVPD.

```
! RIJCOSX wB97M-V def2-TZVPD def2/J DEFGRID3
* xyz 0 1
O -0.11791 0.11912 -1.48982
N -1.09165 -0.05821 0.58856
N 1.16419 -0.37219 0.38261
C 2.38650 -0.05459 -0.33446
C -2.42847 0.29775 0.16554
C -0.03982 -0.09085 -0.29363
H -3.16426 -0.20490 0.80140
H -2.60583 1.38045 0.20535
H 2.51765 -0.60322 -1.27423
H 3.22680 -0.25540 0.33500
H -0.83244 0.15103 1.54072
H 1.16265 -1.29409 0.79967
H -2.56450 -0.02961 -0.86573
H 2.38707 1.01473 -0.56097
*
```

The calculation puts the total energy at -303.87670 hartree. The strongest force on any atom comes out at 0.4 eV/Å. For the highest occupied orbital energy, the calculation gives -9.50 eV. The value obtained for the LUMO energy is 0.94 eV. The value obtained for the energy above the lowest of the compared OMol25 structures with the same formula, charge and spin is 40.50 kJ/mol.

List of natural (NBO) charges in e, atom by atom:
1 O -0.63
2 N -0.63
3 N -0.68
4 C -0.41
5 C -0.42
6 C 0.78
7 H 0.20
8 H 0.19
9 H 0.19
10 H 0.20
11 H 0.40
12 H 0.39
13 H 0.23
14 H 0.21

---

# 4
The molecule C4H4O2S at a distorted geometry. Source: OMol25; level of theory: ωB97M-V/def2-TZVPD.

```
! RIJCOSX wB97M-V def2-TZVPD def2/J DEFGRID3
* xyz 0 1
S 2.04713 -0.05941 -0.08727
O -0.65574 2.16328 0.04012
O -1.56572 -1.37204 0.09247
C 0.35618 -0.19402 -0.02259
C -0.22095 -1.45409 -0.00516
C -0.73021 0.75066 -0.07921
C -1.91141 0.04115 -0.04445
H 2.49447 -0.49330 1.21111
H -2.96831 0.32505 -0.10096
H 0.38118 2.41801 0.30519
H 0.14856 -2.49125 -0.17119
*
```

The calculation puts the total energy at -703.41284 hartree. The strongest force on any atom comes out at 4.4 eV/Å. For the highest occupied orbital energy, the calculation gives -8.75 eV. The value obtained for the LUMO energy is 0.45 eV. The value obtained for the energy above the lowest of the compared OMol25 structures with the same formula, charge and spin is 207.73 kJ/mol.

List of natural (NBO) charges in e, atom by atom:
1 S 0.02
2 O -0.67
3 O -0.41
4 C -0.41
5 C 0.17
6 C 0.23
7 C -0.01
8 H 0.14
9 H 0.22
10 H 0.50
11 H 0.22

---

# 5
The molecule C34H41N7O5. Source: OMol25; level of theory: ωB97M-V/def2-TZVPD.

```
! RIJCOSX wB97M-V def2-TZVPD def2/J DEFGRID3
* xyz 0 1
O 0.31200 -5.39170 -0.87280
O -3.78577 1.16875 -1.05494
O -2.09745 4.31738 -0.45907
O -0.79010 -3.99035 0.50762
O -5.61060 2.48028 -1.04079
N -1.95388 0.83596 2.47348
N 6.00823 0.66008 0.47832
N 2.86644 -4.73092 -1.15976
N 3.99372 2.66764 -0.61160
N 3.18432 2.38393 1.44940
N 1.28282 -3.47293 0.00322
N -2.12573 2.50316 0.89064
C 5.15699 -0.40152 0.27471
C -0.73057 -1.17470 2.10840
C 2.48373 -3.64999 -0.46805
C -0.87225 0.46501 0.37798
C 3.21352 -1.69700 0.84890
C 1.81418 3.28326 -1.73697
C 4.92505 2.70361 -1.70225
C -1.98592 -4.73761 0.34228
C 4.24356 2.33706 0.69572
C 0.47354 3.42324 -1.45076
C -2.72628 -4.35625 -0.94080
C -5.16218 -2.69350 0.13340
C -1.62032 1.25141 1.25853
C 2.64655 2.92103 -0.68913
C 4.05317 -0.63832 1.10177
C -4.53526 1.91162 1.03993
C 0.28507 -4.38138 -0.18869
C -2.92643 -2.84749 -1.10076
C -1.52053 -0.34593 2.88176
C 3.44672 -2.57488 -0.21209
C 5.40642 -1.29416 -0.77397
C -1.50248 3.38303 0.04527
C 5.57768 1.85792 1.17498
C -3.73097 -2.17456 0.01119
C 4.57152 -2.36433 -1.00971
C -0.03934 3.19031 -0.16578
C -4.72702 1.90980 -0.45988
C -3.41486 2.87762 1.44575
C 2.15086 2.74125 0.62476
C -5.98501 -1.84316 1.09436
C -0.41094 -0.75761 0.82220
C -2.76393 2.07796 -3.06072
C 0.79739 2.88166 0.89525
C -3.78878 1.11466 -2.48203
H 5.90398 3.02944 -1.34948
H -2.95349 3.08423 -2.69325
H -1.83189 -0.62467 3.88065
H 3.82113 -4.88568 -1.42854
H -2.83104 2.07637 -4.14520
H -0.67562 0.80316 -0.62609
H -1.75983 1.78114 -2.76631
H -3.21131 -2.29583 0.96316
H 0.17823 -1.40180 0.18723
H -3.33138 2.87588 2.53581
H 2.35008 -1.86723 1.47024
H 4.77868 -3.00780 -1.85320
H 6.26283 -1.12997 -1.41485
H -1.94528 -2.36971 -1.14461
H -5.15354 -3.72613 0.48807
H -4.79353 1.36506 -2.83750
H 5.01862 1.71869 -2.17012
H -3.42656 -2.67336 -2.05742
H -5.46507 2.23412 1.50733
H 6.34288 2.62658 1.03936
H -0.21771 3.71300 -2.22730
H -6.98196 -2.25993 1.21895
H -3.76027 -1.10371 -0.20258
H 6.68762 0.79734 -0.25453
H -2.14478 -4.71980 -1.79099
H 3.84177 0.01951 1.92768
H -0.39318 -2.13197 2.46900
H -3.68620 -4.87380 -0.94548
H -3.63670 3.88448 1.08573
H -3.54816 0.08005 -2.74031
H -2.58467 -4.51089 1.22610
H 2.18875 3.44507 -2.73662
H 0.42584 2.74972 1.89838
H 5.48381 1.65503 2.24586
H -5.63621 -2.68339 -0.85114
H -5.50601 -1.80020 2.07051
H 2.15152 -5.43299 -1.32670
H -6.08457 -0.82790 0.71603
H -4.27665 0.90764 1.37736
H -1.74879 -5.80774 0.32312
H 4.57256 3.41276 -2.45058
*
```

The calculation puts the total energy at -2079.83011 hartree. The strongest force on any atom comes out at 0.8 eV/Å. For the highest occupied orbital energy, the calculation gives -8.30 eV. The value obtained for the LUMO energy is 0.26 eV. The value obtained for the energy above the lowest of the compared OMol25 structures with the same formula, charge and spin is 0.00 kJ/mol.

List of natural (NBO) charges in e, atom by atom:
1 O -0.68
2 O -0.53
3 O -0.61
4 O -0.50
5 O -0.60
6 N -0.48
7 N -0.61
8 N -0.78
9 N -0.36
10 N -0.47
11 N -0.65
12 N -0.46
13 C 0.27
14 C -0.28
15 C 0.53
16 C -0.26
17 C -0.12
18 C -0.24
19 C -0.40
20 C -0.08
21 C 0.38
22 C -0.17
23 C -0.43
24 C -0.40
25 C 0.38
26 C 0.11
27 C -0.30
28 C -0.51
29 C 0.88
30 C -0.39
31 C 0.05
32 C -0.17
33 C -0.29
34 C 0.69
35 C -0.27
36 C -0.42
37 C -0.17
38 C -0.16
39 C 0.81
40 C -0.21
41 C 0.15
42 C -0.60
43 C -0.16
44 C -0.64
45 C -0.18
46 C -0.08
47 H 0.21
48 H 0.24
49 H 0.19
50 H 0.40
51 H 0.22
52 H 0.23
53 H 0.20
54 H 0.20
55 H 0.25
56 H 0.23
57 H 0.24
58 H 0.21
59 H 0.20
60 H 0.21
61 H 0.19
62 H 0.21
63 H 0.21
64 H 0.20
65 H 0.24
66 H 0.22
67 H 0.23
68 H 0.21
69 H 0.22
70 H 0.38
71 H 0.22
72 H 0.24
73 H 0.23
74 H 0.21
75 H 0.25
76 H 0.18
77 H 0.19
78 H 0.22
79 H 0.23
80 H 0.23
81 H 0.19
82 H 0.20
83 H 0.44
84 H 0.20
85 H 0.24
86 H 0.20
87 H 0.22

---

# 6
The ion C6H12N3O with charge +1 at a distorted geometry. Source: OMol25; level of theory: ωB97M-V/def2-TZVPD.

```
! RIJCOSX wB97M-V def2-TZVPD def2/J DEFGRID3
* xyz 1 1
O 3.46587 -0.08776 1.96843
N 2.76534 0.98584 0.08594
N -0.94856 -0.28620 -0.09126
N 1.68967 1.54608 -0.42475
C 2.60165 0.04653 1.18092
C -0.91915 -0.16658 -1.60142
C 0.42888 -0.29735 0.26728
C -1.73202 -1.44120 0.38547
C -1.50331 1.02317 0.29685
C 1.24243 -0.61128 1.24321
H 1.65574 1.46126 -1.49631
H -2.51767 1.15733 -0.26472
H -1.67083 0.57665 -1.94514
H 3.39262 0.55614 -0.57964
H -1.05857 -1.16874 -2.01652
H 1.16268 -1.20793 2.23644
H -1.57940 1.13305 1.35729
H -2.77818 -1.41505 -0.08062
H 0.09394 0.16767 -1.87638
H -0.79379 1.77856 -0.12892
H -1.84841 -1.31083 1.49465
H -1.14892 -2.43936 -0.01081
*
```

The calculation puts the total energy at -474.86183 hartree. The strongest force on any atom comes out at 3.3 eV/Å. For the highest occupied orbital energy (alpha / beta), the calculation gives -12.80 / -12.71 eV. The value obtained for the LUMO energy (alpha / beta) is -4.29 / -4.64 eV. The value obtained for the energy above the lowest of the compared OMol25 structures with the same formula, charge and spin is 759.23 kJ/mol.

List of natural (NBO) charges in e, atom by atom:
1 O -0.44
2 N -0.38
3 N -0.32
4 N -0.31
5 C 0.64
6 C -0.40
7 C 0.21
8 C -0.43
9 C -0.41
10 C -0.40
11 H 0.35
12 H 0.24
13 H 0.24
14 H 0.39
15 H 0.24
16 H 0.29
17 H 0.24
18 H 0.25
19 H 0.24
20 H 0.26
21 H 0.25
22 H 0.26

---

Among the records above, which one has the lowest strongest force on any atom?
C3H8N2O